A) Below is a structure of composition C39H38AsBaCl4N11O4P2, with properties calculated with ωB97M-V with the def2-TZVPD basis set.

```
! RIJCOSX wB97M-V def2-TZVPD def2/J DEFGRID3
* xyz -2 1
Ba 0.745 -0.527 1.454
N 0.631 1.066 5.414
C -0.378 1.469 4.558
N -1.450 2.168 4.949
N -2.187 2.297 3.847
N -1.578 1.711 2.867
N -0.412 1.185 3.267
C 1.107 -0.253 5.367
N 1.425 -0.899 6.482
N 1.831 -2.106 6.052
N 1.743 -2.165 4.763
N 1.294 -0.989 4.276
H 0.464 1.354 6.366
O -1.812 -0.484 1.606
P -2.382 0.767 0.982
C -3.024 -0.123 -0.569
P -1.640 -0.716 -1.571
O -0.304 -0.716 -0.902
C -1.616 0.337 -3.034
C -2.748 0.576 -3.814
C -2.687 1.466 -4.873
C -1.496 2.132 -5.144
C -0.379 1.915 -4.354
C -0.429 1.019 -3.291
C -2.059 -2.413 -2.068
C -2.547 -2.780 -3.317
C -2.830 -4.112 -3.593
C -2.624 -5.082 -2.624
C -2.129 -4.723 -1.377
C -1.846 -3.396 -1.101
C -3.985 1.300 1.635
C -4.733 0.323 2.286
C -5.974 0.636 2.818
C -6.474 1.926 2.706
C -5.722 2.904 2.072
C -4.478 2.595 1.541
C -1.525 2.146 0.136
C -0.258 2.665 0.425
C 0.253 3.724 -0.316
C -0.480 4.300 -1.340
C -1.747 3.813 -1.624
C -2.251 2.745 -0.902
H -3.730 0.413 -1.203
H -3.539 -0.988 -0.146
H -3.687 0.082 -3.585
H -3.568 1.652 -5.476
H -1.450 2.838 -5.965
H 0.538 2.460 -4.532
H 0.438 0.895 -2.637
H -2.684 -2.033 -4.088
H -3.201 -4.391 -4.571
H -2.841 -6.121 -2.842
H -1.954 -5.477 -0.620
H -1.450 -3.115 -0.132
H -4.316 -0.670 2.399
H -6.544 -0.125 3.337
H -7.439 2.173 3.130
H -6.095 3.919 2.009
H -3.878 3.371 1.085
H 0.386 2.294 1.214
H 1.243 4.092 -0.079
H -0.058 5.116 -1.913
H -2.341 4.246 -2.420
H -3.240 2.384 -1.152
Cl 4.396 5.462 -2.084
C 3.880 4.138 -1.076
C 4.129 4.152 0.277
Cl 4.979 5.485 1.005
C 3.707 3.062 1.068
Cl 3.946 3.096 2.791
C 3.057 1.946 0.542
O 2.613 0.979 1.267
C 2.779 1.919 -0.901
O 2.113 0.951 -1.392
C 3.220 3.032 -1.643
Cl 2.777 3.080 -3.340
C 4.807 -0.379 -3.031
N 3.752 -1.284 -2.583
C 2.460 -1.142 -3.252
C 3.741 -1.572 -1.287
N 3.769 -1.921 -0.185
H 5.041 -0.598 -4.075
H 5.699 -0.540 -2.429
H 4.489 0.659 -2.935
H 2.415 -1.806 -4.120
H 2.330 -0.104 -3.559
H 1.655 -1.374 -2.560
C 2.374 -5.143 3.525
As 2.652 -3.776 2.142
C 3.487 -5.011 0.851
C 4.276 -2.984 2.883
H 3.312 -5.654 3.749
H 1.643 -5.876 3.176
H 1.999 -4.643 4.415
H 4.317 -5.546 1.318
H 3.851 -4.441 -0.001
H 2.743 -5.735 0.512
H 5.098 -3.702 2.844
H 4.062 -2.705 3.912
H 4.531 -2.098 2.307
*
```

Calculated values
E_HOMO = -1.51 eV

B) Below is a structure of composition C39H38AsBaCl4N11O4P2, with properties calculated with ωB97M-V with the def2-TZVPD basis set.

```
! RIJCOSX wB97M-V def2-TZVPD def2/J DEFGRID3
* xyz -2 1
Ba -0.626 1.755 0.214
N -2.386 2.476 4.105
C -2.158 1.147 3.795
N -2.577 0.160 4.586
N -2.189 -0.955 3.952
N -1.570 -0.645 2.854
N -1.530 0.696 2.716
C -1.808 3.581 3.492
N -1.769 4.762 4.099
N -1.185 5.570 3.199
N -0.897 4.904 2.125
N -1.285 3.621 2.271
H -2.693 2.639 5.048
O -2.470 -0.251 -0.086
P -2.077 -1.600 -0.574
C -0.588 -2.275 0.248
P 1.070 -1.669 -0.103
O 1.296 -0.212 0.072
C 1.539 -2.192 -1.766
C 1.788 -3.525 -2.086
C 2.172 -3.867 -3.373
C 2.311 -2.874 -4.336
C 2.070 -1.546 -4.017
C 1.687 -1.193 -2.728
C 2.143 -2.607 1.018
C 1.849 -3.857 1.552
C 2.749 -4.479 2.406
C 3.946 -3.855 2.728
C 4.239 -2.604 2.204
C 3.339 -1.977 1.355
C -3.297 -2.861 -0.125
C -3.972 -3.654 -1.046
C -4.903 -4.586 -0.605
C -5.161 -4.719 0.752
C -4.500 -3.915 1.671
C -3.569 -2.983 1.239
C -1.806 -1.619 -2.352
C -1.368 -2.749 -3.047
C -1.133 -2.670 -4.407
C -1.317 -1.463 -5.076
C -1.740 -0.336 -4.390
C -1.992 -0.413 -3.023
H -0.588 -3.357 0.084
H -0.774 -2.065 1.317
H 1.700 -4.293 -1.325
H 2.372 -4.902 -3.622
H 2.612 -3.140 -5.343
H 2.175 -0.768 -4.761
H 1.507 -0.149 -2.476
H 0.908 -4.345 1.330
H 2.507 -5.445 2.832
H 4.642 -4.337 3.403
H 5.161 -2.103 2.473
H 3.536 -0.983 0.972
H -3.788 -3.533 -2.106
H -5.432 -5.200 -1.323
H -5.890 -5.445 1.093
H -4.709 -4.004 2.730
H -3.065 -2.342 1.957
H -1.194 -3.683 -2.524
H -0.780 -3.542 -4.944
H -1.111 -1.398 -6.137
H -1.864 0.611 -4.901
H -2.330 0.468 -2.486
Cl -2.429 3.780 -6.836
C -1.495 3.291 -5.452
C -0.178 2.909 -5.601
Cl 0.570 2.912 -7.172
C 0.558 2.524 -4.465
Cl 2.224 2.031 -4.638
C 0.015 2.494 -3.176
O 0.659 2.082 -2.139
C -1.378 2.909 -3.016
O -1.909 2.846 -1.847
C -2.075 3.293 -4.169
Cl -3.750 3.729 -3.974
C 1.404 6.814 0.967
N 1.854 5.510 0.488
C 1.116 4.980 -0.666
C 2.277 4.636 1.395
N 2.729 3.891 2.160
H 1.550 7.536 0.163
H 1.996 7.107 1.834
H 0.352 6.774 1.256
H 1.186 5.699 -1.483
H 0.059 4.845 -0.426
H 1.559 4.045 -1.010
C 3.723 1.038 3.825
As 1.809 0.852 3.390
C 1.157 2.104 4.747
C 1.511 -0.785 4.447
H 3.885 0.951 4.902
H 4.057 2.014 3.477
H 4.297 0.261 3.315
H 1.744 2.013 5.663
H 0.114 1.876 4.964
H 1.225 3.120 4.361
H 1.917 -0.671 5.455
H 1.994 -1.635 3.960
H 0.439 -0.979 4.503
*
```

Calculated values
E_HOMO = -1.79 eV

The calculated energies rank the structures as follows, beginning with the most stable: B), A).